Entry 1:
This record from the Open Molecules 2025 dataset describes a structure of composition C30H24CdN5S4. The level of theory is wB97M-V/def2-TZVPD.

Structure (ORCA input):
```
! wB97M-V def2-TZVPD RIJCOSX def2/J DEFGRID3
* xyz -1 1
Cd 0.33 -0.33 -0.10
C 3.74 0.91 -0.22
N 2.82 -0.20 -0.21
C 3.31 -1.39 -0.08
C 2.48 -2.52 0.07
C 2.81 -3.88 0.07
C 1.62 -4.58 0.23
C 0.61 -3.61 0.32
N 1.12 -2.38 0.23
C 4.22 1.27 1.17
C 3.36 1.17 2.26
C 3.79 1.54 3.52
C 5.07 2.02 3.72
C 5.94 2.10 2.64
C 5.52 1.72 1.38
H 3.20 1.78 -0.62
H 4.61 0.71 -0.86
H 4.39 -1.56 -0.09
H 3.79 -4.30 -0.04
H 1.48 -5.64 0.28
H -0.44 -3.77 0.45
H 2.35 0.81 2.11
H 3.10 1.47 4.35
H 5.40 2.32 4.70
H 6.95 2.46 2.79
H 6.20 1.79 0.54
C -4.53 0.26 0.36
C -3.96 1.63 0.19
C -4.88 2.69 0.02
C -4.43 3.96 -0.11
C -3.04 4.21 -0.07
C -2.53 5.51 -0.16
C -1.17 5.71 -0.11
C -0.31 4.62 0.04
C -0.78 3.32 0.15
S 0.45 2.12 0.50
C -2.18 3.08 0.08
N -2.66 1.82 0.20
H -5.58 0.32 0.65
H -3.97 -0.30 1.10
H -4.46 -0.29 -0.57
H -5.94 2.47 0.01
H -5.11 4.80 -0.23
H -3.22 6.34 -0.26
H -0.77 6.71 -0.18
H 0.75 4.80 0.10
S -4.57 -6.31 -2.56
C -4.11 -4.98 -1.71
S -2.56 -4.20 -1.98
C -3.00 -2.97 -0.72
N -4.15 -3.24 -0.21
N -4.78 -4.32 -0.73
C -6.04 -4.59 -0.17
C -6.39 -3.86 0.97
C -7.62 -4.03 1.56
C -8.53 -4.94 1.04
C -8.18 -5.67 -0.07
C -6.95 -5.51 -0.68
S -2.14 -1.60 -0.32
H -5.68 -3.14 1.36
H -7.87 -3.44 2.43
H -9.50 -5.07 1.51
H -8.88 -6.38 -0.49
H -6.71 -6.09 -1.56
*
```

Calculated values
Kohn-Sham gap: 0.271 Ha
E: -3191.97719 Eh


Entry 2:
This record from the Open Molecules 2025 dataset describes a structure of composition C30H24F5N4O3PS2Sc. The level of theory is wB97M-V/def2-TZVPD.

Structure (ORCA input):
```
! wB97M-V def2-TZVPD RIJCOSX def2/J DEFGRID3
* xyz 0 2
Sc 0.06 -1.69 -1.99
C -1.00 7.16 8.69
O -1.91 7.01 7.62
C -1.62 6.07 6.68
C -2.53 5.96 5.63
C -2.32 5.03 4.63
C -1.20 4.19 4.66
C -0.31 4.31 5.71
C -0.50 5.25 6.72
C -1.02 3.21 3.58
N -1.84 3.05 2.56
C -1.29 2.03 1.81
C -0.14 1.57 2.38
N 0.03 2.33 3.51
C 0.65 0.50 1.84
C 1.81 0.00 2.40
C 2.45 -1.09 1.76
C 1.93 -1.60 0.61
N 0.80 -1.12 0.01
C 0.15 -0.08 0.64
C -1.01 0.41 0.03
N -1.37 -0.18 -1.17
C -2.50 0.26 -1.77
C -3.30 1.25 -1.25
C -2.93 1.87 -0.05
C -1.78 1.46 0.59
H -1.40 7.96 9.31
H -0.01 7.45 8.34
H -0.93 6.25 9.28
H -3.39 6.61 5.62
H -3.02 4.93 3.81
H 0.57 3.68 5.77
H 0.22 5.31 7.53
H 0.79 2.27 4.16
H 2.21 0.42 3.31
H 3.36 -1.52 2.17
H 2.42 -2.42 0.11
H -2.76 -0.20 -2.71
H -4.19 1.55 -1.79
H -3.52 2.67 0.38
C 3.73 -5.26 -0.44
C 4.18 -4.85 -1.83
O 3.11 -4.89 -2.80
P 1.93 -3.83 -2.88
S 2.65 -1.97 -2.74
S 0.47 -4.22 -1.60
O 1.36 -4.13 -4.32
C 2.21 -4.13 -5.50
C 1.78 -3.03 -6.44
H 4.60 -5.37 0.20
H 3.20 -6.22 -0.48
H 3.06 -4.53 0.00
H 4.92 -5.54 -2.21
H 4.61 -3.85 -1.83
H 2.09 -5.12 -5.94
H 3.25 -4.01 -5.20
H 0.76 -3.19 -6.78
H 2.44 -3.04 -7.31
H 1.85 -2.06 -5.95
F 0.22 -0.40 -5.74
C -0.78 -1.21 -5.34
C -0.90 -1.57 -4.02
C -1.98 -2.37 -3.75
F -2.15 -2.72 -2.42
C -2.90 -2.83 -4.66
F -3.94 -3.60 -4.31
C -2.72 -2.45 -5.98
F -3.57 -2.86 -6.91
C -1.65 -1.64 -6.32
F -1.49 -1.28 -7.60
*
```

Calculated values
Kohn-Sham gap (alpha / beta): 0.201 / 0.269 Ha
E: -4000.34945 Eh
ΔE to the lowest compared entry with this formula, charge and spin: 25.5 kJ/mol


Entry 3:
This record from the Open Molecules 2025 dataset describes a structure of composition C30H24IN5Zr. The level of theory is wB97M-V/def2-TZVPD.

Structure (ORCA input):
```
! wB97M-V def2-TZVPD RIJCOSX def2/J DEFGRID3
* xyz 2 1
Zr 0.11 0.42 -1.45
C 4.82 -0.44 4.01
C 3.68 -0.11 3.08
C 2.46 0.35 3.56
C 1.42 0.66 2.70
C 1.55 0.50 1.32
N 0.49 0.80 0.44
C -0.81 1.20 0.89
C -1.57 0.35 1.69
C -2.84 0.70 2.11
C -3.41 1.91 1.71
C -4.79 2.29 2.15
C -2.69 2.73 0.85
C -1.40 2.39 0.45
N -0.77 3.24 -0.51
C -0.83 4.58 -0.63
C -0.31 4.92 -1.86
C 0.02 3.71 -2.46
N -0.25 2.69 -1.64
C 2.79 0.06 0.83
C 3.83 -0.23 1.71
N 3.08 -0.08 -0.59
C 4.19 -0.60 -1.14
C 4.14 -0.43 -2.51
C 2.95 0.22 -2.74
N 2.29 0.42 -1.58
H 4.54 -0.24 5.04
H 5.09 -1.49 3.93
H 5.70 0.16 3.77
H 2.32 0.49 4.62
H 0.50 1.04 3.10
H -1.14 -0.60 1.99
H -3.40 0.03 2.75
H -5.22 1.55 2.81
H -4.78 3.25 2.67
H -5.46 2.40 1.29
H -3.15 3.63 0.47
H -1.22 5.18 0.17
H -0.19 5.91 -2.26
H 0.47 3.52 -3.42
H 4.79 -0.54 1.33
H 4.95 -1.06 -0.53
H 4.88 -0.73 -3.23
H 2.51 0.54 -3.67
I -2.78 0.30 -2.22
C -2.85 -1.78 -2.03
C -4.04 -2.41 -2.17
C -4.08 -3.82 -2.08
C -2.92 -4.51 -1.89
C -1.68 -3.85 -1.77
C -0.47 -4.58 -1.62
C 0.73 -3.94 -1.53
C 0.77 -2.52 -1.55
C -0.37 -1.74 -1.67
C -1.62 -2.43 -1.82
H -4.96 -1.86 -2.35
H -5.02 -4.33 -2.18
H -2.94 -5.60 -1.84
H -0.52 -5.66 -1.60
H 1.65 -4.50 -1.44
H 1.75 -2.07 -1.45
*
```

Calculated values
Kohn-Sham gap: 0.253 Ha
E: -1775.66390 Eh
ΔE to the lowest compared entry with this formula, charge and spin: 0.0 kJ/mol


Entry 4:
This record from the Open Molecules 2025 dataset describes a structure of composition C30H24N6O4Ti. The level of theory is wB97M-V/def2-TZVPD.

Structure (ORCA input):
```
! wB97M-V def2-TZVPD RIJCOSX def2/J DEFGRID3
* xyz 1 2
Ti 0.47 0.64 -0.12
C -1.65 -2.64 3.44
C -0.44 -3.12 2.94
C 0.04 -2.68 1.73
C -0.69 -1.75 0.98
C -1.90 -1.28 1.47
C -2.38 -1.72 2.70
N -0.14 -1.19 -0.21
C 0.26 -2.00 -1.26
C -0.18 -3.30 -1.51
C 0.27 -3.97 -2.63
C 1.16 -3.37 -3.54
C 1.61 -2.09 -3.31
C 1.17 -1.42 -2.16
N 1.56 -0.15 -1.77
N 2.42 0.49 -2.43
C 2.68 1.74 -1.85
C 3.66 2.55 -2.39
C 3.91 3.77 -1.80
C 3.17 4.15 -0.68
C 2.20 3.28 -0.20
N 1.96 2.10 -0.77
H -2.02 -2.99 4.40
H 0.13 -3.85 3.51
H 0.99 -3.04 1.35
H -2.47 -0.56 0.89
H -3.32 -1.35 3.07
H -0.87 -3.77 -0.82
H -0.08 -4.97 -2.82
H 1.49 -3.92 -4.41
H 2.30 -1.60 -3.98
H 4.21 2.20 -3.26
H 4.67 4.43 -2.19
H 3.34 5.09 -0.19
H 1.60 3.53 0.67
O 1.71 0.23 1.52
C 1.38 0.21 2.72
C 0.21 0.80 3.28
C -0.01 0.62 4.66
C -1.10 1.18 5.24
C -2.00 1.97 4.51
C -1.80 2.16 3.17
C -0.71 1.56 2.51
O -0.58 1.69 1.21
N -1.34 0.97 6.68
O -2.33 1.48 7.16
O -0.54 0.30 7.28
H 2.07 -0.27 3.42
H 0.68 0.03 5.26
H -2.85 2.41 5.02
H -2.49 2.75 2.58
N -0.97 1.58 -1.56
C -1.24 0.81 -2.76
C -0.57 1.12 -3.93
C -0.75 0.32 -5.05
C -1.60 -0.77 -5.01
C -2.29 -1.06 -3.83
C -2.11 -0.27 -2.71
H -1.82 1.72 -1.02
H -0.64 2.50 -1.83
H 0.10 1.97 -3.97
H -0.22 0.56 -5.97
H -1.74 -1.39 -5.88
H -2.96 -1.90 -3.79
H -2.62 -0.51 -1.78
*
```

Calculated values
Kohn-Sham gap (alpha / beta): 0.239 / 0.229 Ha
E: -2636.43723 Eh
ΔE to the lowest compared entry with this formula, charge and spin: 4.2 kJ/mol


Entry 5:
This record from the Open Molecules 2025 dataset describes a structure of composition C30H25AsN2OS4Sr. The level of theory is wB97M-V/def2-TZVPD.

Structure (ORCA input):
```
! wB97M-V def2-TZVPD RIJCOSX def2/J DEFGRID3
* xyz -2 1
Sr -0.40 0.72 1.45
S -0.85 -1.33 3.53
C -1.05 -2.44 2.22
C -1.02 -3.79 2.41
C -1.15 -4.84 1.45
C -0.92 -4.81 0.12
C -0.48 -3.65 -0.61
C -0.60 -2.37 -0.22
As -0.08 -0.87 -1.38
C -0.13 -1.76 -3.11
C -1.39 -2.11 -3.60
C -1.52 -2.73 -4.83
C -0.39 -3.00 -5.59
C 0.87 -2.66 -5.12
C 1.00 -2.04 -3.88
C 1.85 -0.74 -1.09
C 2.64 -1.78 -0.59
C 3.99 -1.58 -0.38
C 4.57 -0.34 -0.66
C 3.79 0.70 -1.14
C 2.43 0.50 -1.35
H -0.90 -4.10 3.45
H -1.39 -5.82 1.87
H -1.00 -5.73 -0.44
H -0.01 -3.83 -1.57
H -2.27 -1.89 -3.00
H -2.50 -3.00 -5.20
H -0.49 -3.49 -6.56
H 1.75 -2.87 -5.71
H 1.98 -1.77 -3.50
H 2.18 -2.73 -0.35
H 4.60 -2.37 0.03
H 5.62 -0.18 -0.46
H 4.22 1.68 -1.31
H 1.80 1.33 -1.65
S 2.25 1.54 2.13
C 2.65 2.95 1.14
C 4.00 3.32 1.06
C 4.45 4.39 0.30
C 3.52 5.14 -0.41
C 2.18 4.81 -0.34
C 1.70 3.73 0.42
S -0.03 3.42 0.44
H 4.71 2.71 1.61
H 5.50 4.63 0.26
H 3.84 5.98 -1.02
H 1.44 5.39 -0.89
N -2.83 1.73 0.92
C -3.43 2.07 2.12
C -3.30 3.36 2.65
C -3.87 3.68 3.87
C -4.56 2.72 4.60
C -4.67 1.43 4.09
C -4.11 1.10 2.87
H -3.15 0.88 0.39
H -2.60 2.53 0.34
H -2.72 4.09 2.09
H -3.75 4.68 4.26
H -4.99 2.97 5.57
H -5.18 0.67 4.66
H -4.16 0.08 2.50
O -3.25 -0.61 -0.38
S -3.09 -1.83 0.58
N -1.33 -1.87 0.92
*
```

Calculated values
Kohn-Sham gap: 0.208 Ha
E: -5202.30381 Eh
ΔE to the lowest compared entry with this formula, charge and spin: 12.6 kJ/mol


Entry 6:
This record from the Open Molecules 2025 dataset describes a structure of composition C30H25BrCeN5O7S. The level of theory is wB97M-V/def2-TZVPD.

Structure (ORCA input):
```
! wB97M-V def2-TZVPD RIJCOSX def2/J DEFGRID3
* xyz 1 1
Ce -5.90 -1.37 -21.13
O -10.04 2.18 -17.76
C -9.11 1.42 -18.37
C -8.73 0.16 -17.92
C -7.94 -0.61 -18.75
N -7.67 -0.25 -20.05
C -7.85 1.05 -20.37
C -8.55 1.93 -19.57
C -7.14 1.47 -21.68
O -7.40 2.58 -22.16
O -6.40 0.55 -22.20
C -7.36 -2.03 -18.37
O -7.56 -2.50 -17.26
O -6.64 -2.54 -19.30
H -10.60 1.61 -17.18
H -9.06 -0.28 -16.96
H -8.77 2.94 -19.90
O -1.51 -1.93 -22.15
C -1.29 -3.24 -22.10
C 0.03 -3.62 -22.34
C 0.28 -4.97 -22.51
C -0.76 -5.93 -22.47
C -2.03 -5.52 -22.09
C -2.29 -4.17 -21.83
C -3.70 -3.70 -21.53
O -3.80 -2.34 -21.38
N -4.53 -4.09 -22.63
N -5.71 -3.56 -22.75
C -6.51 -4.09 -23.71
C -7.70 -3.43 -24.07
Br -8.50 -2.18 -22.82
C -8.34 -3.77 -25.29
C -9.56 -3.14 -25.76
C -10.60 -3.91 -26.33
C -11.78 -3.31 -26.71
C -12.00 -1.96 -26.55
C -10.99 -1.20 -25.96
C -9.74 -1.76 -25.70
H -2.52 -1.83 -21.84
H 0.81 -2.90 -22.43
H 1.28 -5.32 -22.74
H -0.59 -6.96 -22.70
H -2.80 -6.29 -21.96
H -4.08 -4.24 -20.61
H -4.22 -5.00 -22.97
H -6.19 -4.99 -24.31
H -7.82 -4.50 -25.92
H -10.55 -5.01 -26.47
H -12.57 -3.89 -27.13
H -12.94 -1.50 -26.88
H -11.16 -0.17 -25.76
H -8.88 -1.15 -25.42
N -3.55 -2.17 -18.41
C -3.97 -0.89 -18.26
S -4.17 0.31 -19.55
N -4.13 -0.37 -17.03
C -4.03 -1.09 -15.79
C -2.82 -1.70 -15.43
C -2.76 -2.45 -14.29
C -3.86 -2.56 -13.45
C -5.05 -1.94 -13.81
C -5.15 -1.20 -14.96
H -3.35 -2.48 -19.35
H -3.79 -2.82 -17.68
H -4.37 0.63 -17.05
H -1.98 -1.64 -16.14
H -1.79 -2.88 -14.01
H -3.80 -3.08 -12.50
H -5.96 -2.04 -13.25
H -6.08 -0.74 -15.29
*
```

Calculated values
Kohn-Sham gap: 0.178 Ha
E: -5405.87526 Eh
ΔE to the lowest compared entry with this formula, charge and spin: 0.0 kJ/mol


Entry 7:
This record from the Open Molecules 2025 dataset describes a structure of composition C30H25Cl2F4N6O2Ru. The level of theory is wB97M-V/def2-TZVPD.

Structure (ORCA input):
```
! wB97M-V def2-TZVPD RIJCOSX def2/J DEFGRID3
* xyz 0 6
Ru -0.29 0.61 0.32
Cl 1.37 1.29 7.02
C 1.03 0.58 5.47
C 0.72 1.41 4.42
C 0.45 0.87 3.16
N 0.07 1.61 2.03
C 0.02 2.97 2.00
O 0.33 3.76 2.88
C -0.50 3.49 0.69
C -0.70 4.84 0.49
C -1.23 5.26 -0.72
C -1.55 4.31 -1.68
C -1.31 2.97 -1.42
N -0.78 2.57 -0.25
C 0.52 -0.51 2.94
C 0.83 -1.33 4.02
C 1.08 -0.79 5.27
Cl 1.46 -1.88 6.57
N 0.14 -0.96 1.64
C 0.39 -2.28 1.33
O 1.15 -3.02 1.92
C -0.45 -2.91 0.24
C -1.39 -3.91 0.67
C -2.00 -4.70 -0.32
C -1.80 -4.41 -1.63
C -1.02 -3.19 -2.03
N -0.19 -2.63 -0.98
H 0.67 2.47 4.57
H -0.45 5.51 1.29
H -1.41 6.31 -0.91
H -1.98 4.59 -2.63
H -1.53 2.19 -2.12
H 0.90 -2.40 3.90
H -1.52 -4.11 1.72
H -2.60 -5.55 -0.03
H -2.24 -5.01 -2.41
H -0.37 -3.43 -2.88
C 3.26 1.89 0.92
C 2.67 1.95 -0.48
N 1.84 0.78 -0.83
C 2.54 -0.51 -0.57
C 3.85 -0.70 -1.31
C 1.38 0.90 -2.22
C 0.30 -0.11 -2.56
N -0.76 -0.04 -1.56
C -1.91 -0.79 -1.72
C -3.04 -0.45 -1.02
F -2.98 0.60 -0.16
C -4.27 -1.09 -1.15
F -5.31 -0.66 -0.42
C -4.45 -2.12 -2.09
C -3.36 -2.51 -2.78
F -3.47 -3.46 -3.74
C -1.96 -2.03 -2.58
F -1.48 -1.72 -3.88
H 3.58 2.88 1.23
H 4.12 1.23 0.97
H 2.53 1.54 1.65
H 3.47 2.07 -1.21
H 2.03 2.83 -0.59
H 1.84 -1.31 -0.82
H 2.70 -0.57 0.50
H 3.74 -0.70 -2.39
H 4.26 -1.68 -1.04
H 4.60 0.05 -1.04
H 2.21 0.79 -2.93
H 1.00 1.91 -2.35
H 0.73 -1.12 -2.61
H -0.08 0.13 -3.55
H -5.41 -2.57 -2.26
*
```

Calculated values
Kohn-Sham gap (alpha / beta): 0.234 / 0.236 Ha
E: -3051.87229 Eh